50
Properties=species:S:1:pos:R:3:forces:R:3 method="wB97M-V/def2-TZVPD" gap_ha=0.2507 energy_ha=-2328.8797 e_above_lowest_ev=2.299
Rh 0.70393 0.54475 -0.23359 1.451 3.782 0.244
S 3.28459 0.73247 -1.37392 0.356 -0.024 -0.688
S 1.46460 0.55151 -2.40765 -0.177 -0.172 0.872
O 3.78012 2.06420 -1.51692 0.096 0.007 0.202
O 2.76103 0.41954 0.01869 -0.187 -0.275 -0.051
O 1.00498 2.64086 -0.14844 -0.073 -1.022 -1.469
O 1.35966 4.61010 0.85387 -0.125 -0.195 -0.573
O 0.61701 1.38899 2.09861 -0.265 -0.798 0.023
O 4.15107 -0.32948 -1.84393 -0.042 -0.012 0.181
N -0.74124 -0.89828 0.85007 0.250 -0.699 -0.348
N -0.48422 -2.10435 1.38588 -0.258 -0.379 0.588
N -1.15989 1.22756 -0.58187 -0.576 -0.148 0.088
N 1.38697 -2.00193 -0.01024 -0.266 -0.163 -0.041
N 3.06138 -3.60054 0.22690 0.079 -0.099 -0.026
C 2.84146 -5.55354 1.64985 0.085 -0.028 -0.012
C -2.13541 0.86266 0.27515 -0.024 0.129 -0.079
C -3.31095 1.58688 0.37183 -0.122 -0.150 0.149
C 0.63140 -2.62778 0.94697 -0.010 0.414 -0.141
C 2.54664 -2.49172 -0.32258 -0.038 0.119 -0.074
C 1.07501 -3.89852 1.49930 0.086 -0.085 0.023
C -1.87217 -0.35104 1.04520 -0.207 -0.209 0.108
C -3.49655 2.69125 -0.44260 0.006 0.028 -0.034
C 0.81170 -5.81824 2.92316 -0.013 -0.007 0.042
C 2.33766 -4.36295 1.12870 -0.161 0.003 0.086
C 1.16945 3.40929 0.87620 0.025 -0.331 0.999
C 2.08098 -6.26861 2.54771 0.012 0.026 0.009
C 1.12492 2.72042 2.25537 0.223 0.477 -0.460
C 0.31202 -4.64759 2.40010 -0.022 -0.021 0.007
C 0.23461 3.52869 3.17598 -0.087 -0.169 0.246
C -1.34493 2.27991 -1.38144 0.108 -0.042 -0.054
C -2.50515 3.03138 -1.34529 -0.140 -0.022 0.001
C 2.55870 2.63673 2.74411 0.010 -0.266 0.205
H 3.14063 2.00645 2.07090 0.010 0.033 -0.001
H -0.78607 3.58457 2.78210 0.021 0.014 0.001
H 0.22540 -6.38622 3.63284 0.005 -0.018 -0.031
H 3.81981 -5.90609 1.34538 -0.007 0.019 0.022
H -2.61663 -0.81178 1.69026 -0.126 0.070 -0.065
H 3.99488 -3.88396 -0.02489 -0.017 0.013 -0.078
H 2.47676 -7.18473 2.96630 -0.030 -0.004 -0.019
H -0.32972 1.39081 2.28196 0.057 0.077 0.128
H -0.67039 -4.28489 2.66790 0.030 0.030 0.022
H 2.59722 2.21052 3.74980 -0.018 0.011 -0.026
H -2.61572 3.87654 -2.00867 0.045 -0.007 -0.001
H 0.61919 4.54218 3.24879 -0.014 0.016 -0.032
H -4.05961 1.26811 1.08553 -0.026 0.055 -0.034
H 0.20697 3.08248 4.17400 0.009 -0.002 -0.038
H -4.40254 3.27896 -0.37869 -0.010 -0.030 0.025
H 2.98660 3.63716 2.75840 0.011 -0.005 -0.016
H 3.16068 -1.98661 -1.06529 -0.002 0.065 0.073
H -0.52786 2.52757 -2.04280 0.073 -0.005 0.044



40
Properties=species:S:1:pos:R:3:forces:R:3 method="wB97M-V/def2-TZVPD" charge=-1 gap_ha=0.1587 energy_ha=-977.1549 e_above_lowest_ev=0.917
O 3.46099 -0.55899 1.65210 1.242 0.164 -0.745
O 4.04913 1.01866 0.08947 0.948 0.022 -1.431
O 0.93625 0.26812 -1.71119 -1.494 -1.255 -2.083
N 0.93059 0.35551 1.68439 -0.662 -1.198 1.300
C -0.23140 -1.11053 3.71848 -0.456 -0.525 0.696
C 0.27030 -0.47775 -2.43314 1.336 0.908 0.995
C -3.88301 0.19282 -3.13560 0.512 0.004 -0.018
C -2.00526 -1.33288 -3.00183 0.304 0.465 0.020
C 3.15609 0.33899 0.88779 -3.009 -0.032 0.892
C 5.05217 1.72871 -1.98064 -0.039 0.027 -0.165
C -0.33222 0.54643 1.92219 -0.296 0.674 -0.618
C -0.83558 -1.90567 4.69689 -0.124 0.644 -0.621
C -3.37520 -1.11361 -3.11711 -0.178 0.255 -0.083
C -2.99680 1.28391 -3.10599 -0.035 -0.214 -0.070
C 1.75868 0.86222 0.85078 2.318 0.718 -1.058
C -1.62423 1.07241 -2.96723 -0.186 -0.347 0.155
C -3.00161 -0.91654 4.15130 0.449 -0.074 0.045
C -2.21818 -1.80879 4.90579 -0.307 -0.023 0.110
C -1.13333 -0.24178 -2.84515 -0.630 0.469 0.066
C 4.28012 0.61666 -1.31247 -0.385 0.144 1.663
C -1.00567 -0.21764 2.94184 -0.042 0.007 -0.076
C -2.40722 -0.11581 3.17693 0.533 -0.287 0.195
H -2.99591 0.59283 2.58374 0.184 -0.277 0.197
H 4.47109 2.65441 -2.00546 0.018 -0.116 0.031
H -0.90467 1.28035 1.33274 -0.131 -0.040 0.108
H 6.01231 1.94060 -1.50133 -0.163 -0.155 0.076
H 1.51128 1.65987 0.14206 0.060 -0.036 0.099
H 0.70590 -1.42103 -2.81869 0.026 -0.024 0.200
H -0.92055 1.90977 -2.94518 -0.278 -0.326 0.198
H 5.24657 1.41128 -3.00724 0.078 0.138 -0.110
H 4.86655 -0.31262 -1.30796 -0.192 0.080 -0.041
H -2.69091 -2.42392 5.67073 0.038 0.100 -0.132
H -0.23008 -2.58925 5.29462 -0.176 0.143 -0.130
H -4.96157 0.36158 -3.18571 0.375 -0.057 -0.032
H -3.38172 2.30475 -3.17880 0.108 -0.365 0.039
H -1.58959 -2.34134 -3.01831 -0.174 0.196 0.189
H -4.07805 -0.85103 4.33903 0.334 -0.022 -0.061
H -4.05945 -1.95978 -3.18625 0.188 0.208 0.025
H 3.31163 0.45725 -1.80814 0.249 -0.036 0.200
H 0.84259 -1.15819 3.53252 -0.342 0.042 -0.022



41
Properties=species:S:1:pos:R:3:forces:R:3 method="wB97M-V/def2-TZVPD" gap_ha=0.3094 energy_ha=-1072.2974 e_above_lowest_ev=16.182 smiles="COc1ccc2c(c1)OC[C@@H](Cc1ccc(OC)c(O)c1)C2=O"
O 1.22963 -0.26979 -2.18277 -3.462 -6.618 2.939
O -0.84816 4.30830 -0.71091 -1.570 -0.157 -4.354
O -0.31292 2.91463 1.40568 -2.685 -8.618 -0.256
O 1.99039 -2.24037 3.63266 3.113 -1.622 11.744
O -0.38979 -3.36131 0.12629 -1.887 -2.817 -2.753
C -1.05670 0.80180 -0.11972 0.970 1.440 12.126
C 2.41306 -0.96633 1.76113 2.207 5.032 -1.496
C -0.85534 -1.92335 -1.86394 6.538 0.347 4.420
C -1.22521 2.94969 -1.02574 1.587 0.870 9.022
C -1.04254 2.14260 0.24516 2.841 4.568 -3.847
C 2.87775 -1.46778 4.51956 1.336 -7.881 -5.609
C 1.78810 -1.93180 2.48359 5.200 6.597 -1.806
C 2.04183 -0.71053 0.43254 -3.618 -7.515 7.836
C -0.52704 -3.32860 -1.43500 -12.380 3.886 7.436
C 0.49346 -2.60584 0.66973 1.625 1.903 0.325
C 0.61713 -1.30877 -1.54891 0.683 7.225 0.305
C -1.79213 2.28307 -2.04007 2.192 13.867 -3.894
C 1.05297 -2.70073 1.89589 -11.736 -13.303 -3.496
C -1.96971 -1.16365 -1.22538 5.105 -1.668 8.756
C -1.82465 0.23828 -0.97472 0.166 0.387 -7.570
C 0.95228 -1.51642 0.08075 1.943 3.018 -8.921
C -1.00393 5.24464 -1.90047 2.602 -2.465 -1.692
C -1.86044 1.06463 -2.15288 -3.068 -9.650 1.807
H -1.03160 0.35592 0.95094 0.810 -0.769 -1.653
H -2.74900 -1.38700 -1.68395 -7.126 -1.666 -4.389
H -1.17589 -1.86300 -2.76268 -0.715 -0.181 -6.938
H 2.26071 -0.02075 -0.15071 2.651 6.267 -4.952
H -2.12071 -1.67082 -0.18971 0.075 0.757 -1.289
H 0.10740 -3.86066 -1.82233 7.327 -5.120 -4.196
H -2.32687 0.66422 -2.96425 -0.864 -1.221 -2.579
H 3.82515 -1.41092 4.13930 2.473 0.078 -1.411
H 2.97799 -1.80855 5.42587 -0.211 -2.997 4.713
H -0.46400 6.18029 -1.66381 -0.939 -0.482 0.171
H 3.04020 -0.19311 2.27914 -0.298 -1.061 -0.537
H -0.34548 4.79794 -2.90198 -1.694 0.984 2.930
H 2.52415 -0.64769 4.59286 -4.485 10.817 0.721
H 0.43647 -3.72503 2.39080 2.363 2.990 -0.467
H -1.78538 3.09812 -2.91018 -0.716 -2.356 0.912
H -0.28263 3.66491 0.95662 0.545 5.901 -2.702
H -2.03757 5.27458 -2.28917 0.433 0.411 0.769
H -1.60098 -3.90082 -1.46923 2.667 0.820 -0.125



47
Properties=species:S:1:pos:R:3:forces:R:3 method="wB97M-V/def2-TZVPD" charge=-1 gap_ha="0.2031 / 0.2426" energy_ha=-4989.4393 e_above_lowest_ev=0.311 spin_multiplicity=3
Te -0.78662 0.23777 -2.62653 -0.065 -0.147 -0.104
Br 2.23140 -6.86815 -1.31196 -0.001 0.023 0.003
Ti 0.59855 -0.19299 -0.10578 0.081 0.066 -0.392
F -1.34912 -0.18704 1.33371 0.138 -0.036 0.006
F -1.90952 -0.05711 3.43088 -0.031 -0.047 -0.072
F -0.68681 -1.70022 2.74279 -0.029 -0.037 0.097
O 0.42970 1.18035 3.83482 -0.026 -0.072 0.106
O 1.23349 0.30771 1.91963 -0.342 -0.233 0.168
O 2.60602 0.62581 -0.71346 -0.127 -0.056 0.156
O 0.43682 2.20346 0.03113 -0.047 0.019 -0.147
C -2.58941 0.75076 -1.63156 0.043 0.103 0.069
C 2.49777 1.99679 -1.09256 -0.073 0.090 0.011
C -3.34919 -0.22775 -0.98464 -0.002 0.022 -0.039
C -4.50547 0.10136 -0.29130 -0.004 0.012 -0.007
C -4.19906 2.40311 -0.87433 0.013 -0.003 -0.005
C -0.90349 -0.38826 2.63119 0.094 0.127 0.074
C 0.38814 0.46026 2.85294 0.281 0.113 -0.120
C 0.65806 -4.75023 -0.20776 -0.024 0.044 -0.006
C 0.35646 -3.41673 0.05259 0.048 -0.034 -0.015
C -4.93746 1.42005 -0.23000 0.004 -0.005 0.002
C 1.14440 -2.33866 -0.38850 0.019 0.201 0.165
C 2.61131 -4.03598 -1.41792 0.019 0.067 0.016
C -0.44213 2.91315 0.88980 -0.005 -0.009 0.027
C 3.67352 0.34701 0.19559 0.073 0.005 0.009
C 1.71904 2.78677 -0.06528 0.004 0.042 0.061
C 1.79165 -5.04101 -0.94300 0.010 -0.087 -0.014
C -3.03944 2.07131 -1.56518 -0.026 -0.008 0.012
C 2.27683 -2.71436 -1.13207 -0.035 -0.090 -0.018
H -5.83775 1.67795 0.31429 0.002 -0.001 0.000
H 2.20732 2.77502 0.91716 -0.004 -0.008 0.004
H -0.04440 2.95969 1.90751 0.013 -0.006 0.005
H -0.54386 -3.22371 0.63052 0.006 -0.012 0.008
H -0.59939 3.92569 0.50500 0.003 0.005 0.002
H -1.39287 2.38356 0.88491 0.014 0.016 -0.012
H -2.46634 2.84786 -2.05764 0.002 0.001 -0.004
H 1.63553 3.82759 -0.40393 -0.007 0.001 0.013
H 4.62986 0.54983 -0.29486 -0.017 0.007 -0.020
H 2.93595 -1.94682 -1.53437 0.001 -0.004 -0.017
H 3.59944 -0.70730 0.45014 -0.023 0.008 -0.013
H -3.01829 -1.25890 -1.02145 -0.007 -0.001 -0.001
H 3.49129 -4.27901 -2.00074 0.003 0.000 0.001
H 1.95071 2.00388 -2.03585 0.019 -0.019 0.007
H -5.07004 -0.67685 0.20923 0.005 -0.004 -0.001
H 3.57766 0.93462 1.10876 -0.025 -0.001 -0.003
H -4.52505 3.43663 -0.83567 0.006 0.003 -0.006
H 3.49219 2.43246 -1.22942 0.025 -0.052 -0.010
H 0.02261 -5.54934 0.15315 -0.004 0.000 0.002